Record 1
Molecular formula: C27H48N3O5Si2W
Method: DFT, the ωB97M-V functional and the def2-TZVPD basis

Summary:
- E_HOMO (spin up / spin down): -16.48 / -16.49 eV
- 2S+1: 3
- Net charge: +3
- Frontier orbital gap (spin up / spin down): 7.043 / 6.917 eV

Element x y z (Å)
W -0.381 0.919 0.578
C 0.713 3.571 -1.309
C -0.779 3.786 -1.208
O -1.219 3.041 -0.061
C -2.293 3.598 0.710
C -1.828 3.670 2.152
O -1.056 2.490 2.420
C -1.327 1.840 3.663
C -2.386 0.790 3.390
O -1.994 0.168 2.161
C -3.032 -0.106 1.172
C -2.399 0.350 -0.132
O 0.020 -0.237 -1.225
C 0.046 0.464 -2.474
C 1.184 1.444 -2.363
O 1.012 2.174 -1.132
H 1.242 4.107 -0.526
H 1.088 3.921 -2.270
H -1.305 3.429 -2.097
H -0.987 4.848 -1.081
H -3.166 2.950 0.615
H -2.556 4.590 0.348
H -2.694 3.736 2.810
H -1.193 4.540 2.327
H -1.646 2.552 4.422
H -0.389 1.384 3.985
H -3.369 1.250 3.273
H -2.428 0.048 4.187
H -3.945 0.428 1.434
H -3.240 -1.175 1.210
H -2.985 1.157 -0.575
H -2.438 -0.472 -0.845
H -0.908 0.979 -2.605
H 0.197 -0.225 -3.295
H 1.199 2.117 -3.218
H 2.136 0.922 -2.294
C -0.839 -4.178 -2.979
Si -1.491 -2.610 -2.194
C -2.875 -2.972 -0.961
C -2.162 -1.469 -3.532
C 0.071 -1.717 -1.229
C 0.058 -2.068 0.193
C -0.004 -3.399 0.619
C 0.054 -3.710 1.957
C 0.176 -2.673 2.888
C 0.189 -1.389 2.431
N 0.120 -1.057 1.107
Si 1.874 -2.285 -1.972
C 2.258 -4.079 -1.609
C 3.075 -1.200 -0.999
C 1.898 -1.921 -3.819
H -1.673 -4.658 -3.497
H -0.453 -4.910 -2.268
H -0.068 -3.991 -3.728
H -3.240 -3.990 -1.120
H -3.728 -2.310 -1.121
H -2.583 -2.905 0.086
H -3.034 -1.981 -3.949
H -1.480 -1.301 -4.367
H -2.515 -0.505 -3.165
H -0.104 -4.176 -0.126
H 0.000 -4.741 2.283
H 0.248 -2.875 3.947
H 0.282 -0.559 3.117
H 2.055 -4.377 -0.581
H 3.329 -4.226 -1.777
H 1.740 -4.766 -2.277
H 3.472 -1.769 -0.157
H 2.630 -0.279 -0.618
H 3.934 -0.921 -1.613
H 0.939 -2.075 -4.317
H 2.597 -2.620 -4.286
H 2.258 -0.922 -4.068
N 2.855 -0.090 2.324
C 2.686 1.249 2.313
C 3.682 2.034 2.936
C 3.561 3.392 2.987
C 2.429 3.974 2.396
C 1.512 3.161 1.807
N 1.586 1.797 1.739
H 3.708 -0.464 2.705
H 2.293 -0.695 1.765
H 4.539 1.531 3.362
H 4.318 4.000 3.462
H 2.283 5.045 2.407
H 0.644 3.604 1.351

---

Record 2
Molecular formula: C3H10N2
Method: DFT, the ωB97M-V functional and the def2-TZVPD basis

Summary:
- E_HOMO: -8.58 eV
- 2S+1: 1
- ΔE to the lowest compared entry with this formula, charge and spin: 264.20 kJ/mol
- Frontier orbital gap: 9.642 eV
- SMILES string: C=C.NCN

Element x y z (Å)
C 1.488 2.526 -1.648
C 1.757 2.446 -2.937
H 2.515 2.416 -1.024
H 0.576 2.756 -0.966
H 2.770 2.190 -3.004
H 0.917 2.711 -3.595
N -2.192 -1.598 1.337
C -0.954 -2.085 1.874
N 0.055 -1.171 1.447
H -3.094 -1.538 1.600
H -2.106 -1.796 0.332
H -1.003 -2.120 2.969
H -0.767 -3.156 1.545
H 0.289 -1.361 0.504
H -0.251 -0.219 1.568